The following is a quantum chemistry calculation of a 4-piece molecular cluster, C37H69N4O8S overall in a non-equilibrium geometry, from OMol25.

Each line ends with the Löwdin charge.
Geometry (Å):
C (7.535, 2.114, -1.995)  -0.094
C (7.659, 0.578, -2.106)  -0.234
C (7.454, 0.029, -3.536)  -0.188
C (6.188, -0.843, -3.685)  -0.215
C (5.055, -0.107, -4.397)  -0.216
C (3.864, -1.068, -4.630)  -0.097
C (2.522, -0.477, -4.501)  -0.124
N (2.307, 0.765, -4.785)  0.205
C (0.895, 1.179, -4.707)  -0.193
C (0.544, 2.096, -3.534)  -0.113
C (-0.678, 3.012, -3.799)  -0.162
C (-1.961, 2.595, -3.082)  -0.188
C (-2.803, 3.800, -2.649)  -0.265
O (-2.362, 4.361, -1.426)  -0.055
C (0.256, -0.206, -4.890)  -0.154
C (-1.239, -0.321, -4.738)  -0.153
O (-1.902, 0.626, -5.552)  -0.147
C (-1.980, 0.288, -6.929)  -0.235
C (-1.117, 1.207, -7.797)  -0.061
C (1.220, -1.153, -4.101)  -0.296
C (1.103, -1.094, -2.572)  -0.115
C (2.095, -1.938, -1.754)  -0.237
C (2.767, -1.123, -0.654)  -0.505
S (3.734, 0.301, -1.249)  0.798
C (1.206, -2.609, -4.613)  -0.103
C (-0.013, -3.457, -4.213)  -0.158
C (0.276, -4.538, -3.150)  -0.178
C (-0.841, -4.720, -2.133)  -0.211
N (-1.118, -3.490, -1.359)  0.001
C (-1.765, -3.756, -0.090)  -0.540
N (-2.812, -4.437, 0.097)  0.153
N (-1.102, -3.180, 1.010)  0.118
H (7.308, 2.575, -2.954)  0.061
H (8.462, 2.553, -1.637)  0.069
H (6.733, 2.381, -1.310)  0.059
H (8.634, 0.249, -1.759)  0.101
H (6.920, 0.137, -1.440)  0.072
H (8.309, -0.567, -3.847)  0.106
H (7.373, 0.853, -4.245)  0.097
H (5.833, -1.206, -2.720)  0.088
H (6.428, -1.720, -4.290)  0.117
H (5.433, 0.231, -5.361)  0.120
H (4.739, 0.755, -3.808)  0.073
H (3.921, -1.384, -5.680)  0.159
H (3.963, -1.978, -4.048)  0.110
H (3.044, 1.391, -5.079)  0.181
H (0.665, 1.777, -5.591)  0.143
H (0.366, 1.562, -2.607)  0.094
H (1.408, 2.744, -3.380)  0.122
H (-0.407, 3.981, -3.380)  0.117
H (-0.847, 3.110, -4.868)  0.108
H (-2.598, 1.958, -3.696)  0.099
H (-1.736, 2.035, -2.170)  0.111
H (-3.842, 3.471, -2.559)  0.117
H (-2.783, 4.573, -3.414)  0.123
H (-2.574, 3.739, -0.732)  0.080
H (0.508, -0.447, -5.929)  0.147
H (-1.567, -0.144, -3.713)  0.130
H (-1.572, -1.319, -5.027)  0.121
H (-3.012, 0.376, -7.257)  0.123
H (-1.652, -0.743, -7.084)  0.118
H (-0.978, 2.166, -7.300)  0.070
H (-1.571, 1.379, -8.769)  0.079
H (-0.125, 0.787, -7.974)  0.068
H (0.099, -1.439, -2.322)  0.106
H (1.172, -0.076, -2.208)  0.073
H (2.868, -2.404, -2.363)  0.096
H (1.534, -2.715, -1.235)  0.095
H (3.456, -1.735, -0.078)  0.076
H (2.029, -0.741, 0.050)  0.079
H (2.840, 1.280, -1.069)  -0.131
H (1.203, -2.525, -5.704)  0.127
H (2.131, -3.121, -4.361)  0.112
H (-0.350, -3.977, -5.108)  0.119
H (-0.850, -2.847, -3.887)  0.080
H (0.349, -5.500, -3.661)  0.117
H (1.234, -4.390, -2.655)  0.097
H (-0.618, -5.539, -1.455)  0.127
H (-1.736, -5.024, -2.691)  0.118
H (-1.785, -2.938, -1.884)  0.110
H (-3.182, -4.777, -0.787)  0.049
H (-0.369, -2.577, 0.660)  0.064
H (-1.758, -2.568, 1.485)  0.077
O (-1.464, -0.791, 7.600)  0.115
C (-1.707, -1.083, 6.467)  -0.473
O (-0.725, -1.339, 5.561)  0.023
C (-1.294, -1.537, 4.260)  -0.179
C (-2.744, -1.937, 4.508)  -0.146
C (-3.063, -1.183, 5.798)  -0.069
H (-1.214, -0.597, 3.704)  0.122
H (-0.726, -2.307, 3.741)  0.108
H (-3.405, -1.698, 3.676)  0.114
H (-2.805, -3.010, 4.687)  0.124
H (-3.419, -0.169, 5.605)  0.131
H (-3.774, -1.704, 6.425)  0.108
O (-5.646, -1.082, 7.499)  0.107
C (-5.639, 0.105, 7.644)  -0.493
O (-5.893, 0.965, 6.629)  0.017
C (-5.656, 2.322, 7.065)  -0.141
C (-5.777, 2.284, 8.582)  -0.140
C (-5.283, 0.876, 8.896)  -0.061
H (-4.654, 2.610, 6.739)  0.123
H (-6.382, 2.976, 6.590)  0.124
H (-5.212, 3.072, 9.074)  0.094
H (-6.823, 2.389, 8.872)  0.122
H (-4.198, 0.841, 9.012)  0.122
H (-5.755, 0.429, 9.766)  0.130
O (-3.468, 4.047, 10.379)  0.110
C (-2.456, 3.509, 10.037)  -0.492
O (-1.869, 3.754, 8.842)  0.020
C (-0.738, 2.880, 8.654)  -0.147
C (-0.325, 2.452, 10.056)  -0.144
C (-1.666, 2.453, 10.788)  -0.069
H (-1.055, 2.032, 8.042)  0.112
H (0.038, 3.428, 8.125)  0.123
H (0.193, 1.496, 10.073)  0.118
H (0.334, 3.203, 10.494)  0.118
H (-2.186, 1.499, 10.689)  0.126
H (-1.586, 2.717, 11.838)  0.127

Output
- E_HOMO: -11.30 eV
- Calculated total energy: -72658.1590 eV
- Strongest force on any atom: 1.122 eV/Å
- Gap between HOMO and LUMO: 8.118 eV
- Lowest unoccupied orbital energy: -3.19 eV
- Charge: +1